(1)
{"formula": "C84H189N7O14", "method": "ωB97M-V/def2-TZVPD", "species": ["C", "C", "C", "O", "H", "H", "H", "H", "H", "H", "H", "H", "C", "C", "C", "O", "H", "H", "H", "H", "H", "H", "H", "H", "C", "C", "C", "O", "H", "H", "H", "H", "H", "H", "H", "H", "C", "C", "C", "O", "H", "H", "H", "H", "H", "H", "H", "H", "C", "C", "C", "O", "H", "H", "H", "H", "H", "H", "H", "H", "C", "C", "C", "O", "H", "H", "H", "H", "H", "H", "H", "H", "C", "C", "C", "O", "H", "H", "H", "H", "H", "H", "H", "H", "C", "C", "C", "C", "C", "C", "N", "O", "C", "C", "C", "H", "H", "H", "H", "H", "H", "H", "H", "H", "H", "H", "H", "H", "H", "H", "H", "H", "H", "H", "C", "C", "C", "C", "C", "C", "N", "O", "C", "C", "C", "H", "H", "H", "H", "H", "H", "H", "H", "H", "H", "H", "H", "H", "H", "H", "H", "H", "H", "H", "C", "C", "C", "C", "C", "C", "N", "O", "C", "C", "C", "H", "H", "H", "H", "H", "H", "H", "H", "H", "H", "H", "H", "H", "H", "H", "H", "H", "H", "H", "C", "C", "C", "C", "C", "C", "N", "O", "C", "C", "C", "H", "H", "H", "H", "H", "H", "H", "H", "H", "H", "H", "H", "H", "H", "H", "H", "H", "H", "H", "C", "C", "C", "C", "C", "C", "N", "O", "C", "C", "C", "H", "H", "H", "H", "H", "H", "H", "H", "H", "H", "H", "H", "H", "H", "H", "H", "H", "H", "H", "C", "C", "C", "C", "C", "C", "N", "O", "C", "C", "C", "H", "H", "H", "H", "H", "H", "H", "H", "H", "H", "H", "H", "H", "H", "H", "H", "H", "H", "H", "C", "C", "C", "C", "C", "C", "N", "O", "C", "C", "C", "H", "H", "H", "H", "H", "H", "H", "H", "H", "H", "H", "H", "H", "H", "H", "H", "H", "H", "H"], "positions_angstrom": [[1.50, 6.97, 1.78], [2.00, 7.24, 3.17], [0.90, 7.43, 4.23], [2.87, 6.20, 3.55], [1.13, 6.00, 1.65], [2.26, 7.19, 1.08], [0.68, 7.68, 1.55], [2.56, 8.16, 3.09], [0.12, 6.69, 4.04], [0.47, 8.41, 4.01], [1.32, 7.42, 5.20], [2.79, 5.93, 4.46], [4.58, -1.61, -0.95], [3.28, -2.34, -0.55], [2.23, -2.33, -1.59], [3.72, -3.63, -0.20], [5.02, -2.21, -1.75], [5.21, -1.53, -0.04], [4.46, -0.60, -1.31], [2.96, -1.82, 0.36], [1.77, -1.37, -1.67], [1.39, -3.01, -1.36], [2.57, -2.57, -2.60], [3.13, -4.08, 0.40], [-6.57, 0.32, -2.74], [-5.79, 0.81, -1.54], [-5.58, 2.32, -1.51], [-6.52, 0.51, -0.33], [-6.78, -0.75, -2.71], [-6.03, 0.51, -3.67], [-7.46, 0.94, -2.77], [-4.81, 0.31, -1.56], [-5.06, 2.66, -0.65], [-6.56, 2.86, -1.56], [-5.03, 2.64, -2.38], [-6.80, -0.41, -0.47], [1.26, 1.06, 3.44], [0.41, 2.34, 3.53], [0.67, 3.20, 4.76], [0.72, 3.11, 2.35], [2.35, 1.25, 3.61], [1.23, 0.56, 2.49], [0.97, 0.38, 4.28], [-0.68, 2.12, 3.56], [0.02, 2.90, 5.62], [0.34, 4.23, 4.46], [1.69, 3.17, 5.08], [1.68, 3.17, 2.35], [-2.10, 1.93, 0.11], [-0.81, 1.21, -0.23], [-0.85, 0.38, -1.52], [0.27, 2.09, -0.32], [-2.83, 1.12, 0.12], [-2.36, 2.73, -0.56], [-2.00, 2.27, 1.17], [-0.55, 0.49, 0.57], [-0.98, 1.09, -2.34], [-1.79, -0.19, -1.50], [0.03, -0.30, -1.67], [0.41, 2.54, 0.53], [5.47, 4.78, 1.31], [4.51, 3.58, 1.36], [5.15, 2.24, 1.54], [3.56, 3.72, 2.43], [4.90, 5.67, 1.35], [6.10, 4.74, 0.42], [6.10, 4.81, 2.22], [3.92, 3.56, 0.47], [4.41, 1.45, 1.65], [5.77, 2.11, 2.39], [5.81, 2.07, 0.73], [3.27, 4.69, 2.52], [-0.09, -2.30, 1.93], [0.66, -3.60, 2.34], [0.25, -4.20, 3.69], [0.81, -4.51, 1.24], [-1.17, -2.44, 1.91], [0.32, -1.94, 0.96], [0.05, -1.52, 2.67], [1.65, -3.20, 2.48], [-0.73, -4.67, 3.72], [0.17, -3.43, 4.45], [0.92, -5.06, 3.87], [0.01, -5.05, 1.12], [1.02, -0.81, -4.91], [-0.27, -0.46, -5.64], [-1.31, -1.50, -5.30], [-2.60, -1.06, -5.85], [-3.07, 0.28, -5.32], [-2.09, 1.42, -5.48], [-0.72, 0.85, -5.04], [0.32, 1.85, -5.25], [-2.11, 2.00, -6.89], [-2.49, 2.56, -4.50], [0.04, -0.59, -7.14], [1.67, 0.02, -5.11], [1.58, -1.64, -5.26], [0.83, -0.89, -3.81], [-0.99, -2.48, -5.71], [-1.30, -1.58, -4.22], [-3.30, -1.81, -5.59], [-2.58, -1.10, -6.92], [-3.19, 0.15, -4.23], [-3.98, 0.61, -5.81], [-1.90, 1.18, -7.61], [-3.21, 2.30, -7.03], [-1.47, 2.87, -6.99], [-1.74, 3.34, -4.52], [-3.52, 2.86, -4.80], [-2.61, 2.27, -3.45], [0.71, -1.41, -7.29], [0.53, 0.36, -7.36], [-0.83, -0.75, -7.76], [0.64, 2.09, -4.36], [3.89, -6.59, -5.29], [2.80, -5.93, -4.41], [1.42, -6.46, -4.82], [1.20, -7.83, -4.28], [1.33, -7.87, -2.75], [2.69, -7.42, -2.30], [2.93, -6.09, -2.91], [4.24, -5.65, -2.62], [2.72, -7.23, -0.77], [3.66, -8.51, -2.71], [2.83, -4.39, -4.70], [4.16, -5.94, -6.15], [3.47, -7.59, -5.64], [4.78, -6.77, -4.69], [0.63, -5.84, -4.37], [1.27, -6.43, -5.94], [1.86, -8.55, -4.81], [0.21, -8.24, -4.51], [1.23, -8.89, -2.41], [0.51, -7.35, -2.27], [3.76, -7.12, -0.42], [2.19, -6.29, -0.60], [2.33, -8.11, -0.21], [3.49, -9.45, -2.21], [3.67, -8.69, -3.78], [4.67, -8.21, -2.45], [2.54, -4.23, -5.77], [3.87, -4.12, -4.52], [2.17, -3.86, -3.97], [4.19, -5.44, -1.67], [-3.69, 7.50, 1.01], [-3.61, 5.96, 0.76], [-2.40, 5.39, 1.45], [-2.62, 5.32, 2.96], [-3.80, 4.43, 3.29], [-5.08, 4.89, 2.55], [-4.75, 5.11, 1.12], [-5.93, 5.44, 0.35], [-6.04, 3.73, 2.69], [-5.77, 6.13, 3.15], [-3.29, 5.78, -0.73], [-2.78, 7.93, 0.58], [-3.63, 7.73, 2.04], [-4.60, 7.99, 0.62], [-2.20, 4.36, 1.15], [-1.51, 6.01, 1.22], [-2.91, 6.29, 3.32], [-1.72, 4.97, 3.49], [-3.96, 4.33, 4.36], [-3.66, 3.46, 2.81], [-7.06, 3.98, 2.39], [-5.66, 2.84, 2.16], [-6.01, 3.46, 3.75], [-6.58, 6.50, 2.45], [-6.29, 5.85, 4.03], [-5.15, 7.00, 3.26], [-3.04, 4.72, -0.87], [-2.37, 6.36, -0.88], [-4.07, 6.17, -1.39], [-6.12, 4.60, -0.11], [0.53, 5.48, -2.16], [1.78, 5.13, -2.83], [3.00, 5.84, -2.20], [4.31, 5.36, -2.75], [4.49, 3.84, -2.50], [3.31, 3.07, -3.06], [2.09, 3.68, -2.50], [0.91, 2.85, -2.76], [3.41, 2.97, -4.61], [3.33, 1.63, -2.53], [1.62, 5.51, -4.32], [0.38, 6.54, -2.22], [0.55, 5.24, -1.07], [-0.34, 5.05, -2.69], [2.89, 6.87, -2.50], [2.89, 5.81, -1.10], [5.19, 5.88, -2.28], [4.39, 5.62, -3.79], [4.58, 3.57, -1.42], [5.44, 3.51, -3.04], [4.34, 2.50, -4.87], [2.58, 2.36, -4.92], [3.47, 3.85, -5.21], [3.14, 1.61, -1.43], [2.52, 1.03, -2.94], [4.32, 1.20, -2.71], [2.53, 5.67, -4.86], [1.11, 6.46, -4.37], [1.04, 4.72, -4.75], [0.61, 2.69, -1.85], [4.42, -3.37, 5.78], [4.97, -2.12, 5.06], [5.10, -0.90, 5.93], [5.92, 0.26, 5.41], [7.35, -0.31, 5.22], [7.37, -1.56, 4.31], [6.35, -2.53, 4.79], [6.29, -3.66, 3.89], [7.15, -1.08, 2.89], [8.74, -2.24, 4.34], [4.09, -1.75, 3.87], [4.26, -4.15, 5.05], [3.49, -3.11, 6.28], [5.09, -3.79, 6.61], [4.10, -0.57, 6.13], [5.52, -1.23, 6.89], [5.88, 1.10, 6.12], [5.47, 0.66, 4.51], [7.78, -0.57, 6.24], [8.01, 0.38, 4.65], [8.00, -0.47, 2.59], [7.10, -1.89, 2.13], [6.30, -0.41, 2.85], [9.42, -1.43, 4.09], [8.95, -2.65, 5.36], [8.74, -3.04, 3.63], [4.33, -2.40, 2.99], [4.22, -0.75, 3.53], [3.00, -1.79, 4.18], [6.09, -3.37, 3.00], [-3.98, -6.02, -3.52], [-3.50, -5.90, -2.04], [-1.97, -5.98, -2.05], [-1.39, -4.64, -2.53], [-1.82, -3.55, -1.62], [-3.33, -3.38, -1.43], [-3.88, -4.76, -1.21], [-5.34, -4.69, -1.08], [-3.50, -2.58, -0.17], [-4.02, -2.64, -2.56], [-4.06, -7.15, -1.27], [-3.63, -6.99, -3.83], [-5.07, -5.96, -3.56], [-3.61, -5.24, -4.18], [-1.60, -6.20, -1.05], [-1.73, -6.69, -2.84], [-0.31, -4.55, -2.59], [-1.79, -4.50, -3.53], [-1.43, -2.55, -1.92], [-1.29, -3.77, -0.64], [-3.12, -3.26, 0.60], [-4.55, -2.37, 0.05], [-2.96, -1.63, -0.31], [-4.08, -3.23, -3.48], [-3.37, -1.80, -2.78], [-4.98, -2.28, -2.23], [-5.16, -7.24, -1.33], [-3.68, -8.12, -1.65], [-3.88, -6.97, -0.22], [-5.64, -4.37, -1.91], [-3.97, -0.10, 7.17], [-3.72, -0.48, 5.70], [-3.19, -1.84, 5.64], [-3.16, -2.42, 4.18], [-4.55, -2.30, 3.54], [-5.12, -0.93, 3.55], [-5.06, -0.47, 4.98], [-5.64, 0.83, 5.07], [-4.39, -0.12, 2.43], [-6.57, -1.00, 3.12], [-2.63, 0.50, 5.22], [-4.70, -0.76, 7.60], [-4.36, 0.92, 7.29], [-3.01, -0.23, 7.73], [-2.19, -1.73, 6.02], [-3.75, -2.51, 6.29], [-2.92, -3.49, 4.22], [-2.35, -2.04, 3.59], [-5.14, -2.93, 4.16], [-4.59, -2.70, 2.54], [-4.24, 0.96, 2.68], [-3.41, -0.54, 2.24], [-5.03, -0.17, 1.53], [-7.02, -0.02, 2.90], [-6.58, -1.65, 2.21], [-7.15, -1.44, 3.94], [-1.88, 0.42, 6.01], [-2.94, 1.53, 5.16], [-2.25, 0.06, 4.25], [-5.07, 1.42, 4.59]], "homo_energy_ha": -0.301, "gap_ev": 8.53, "e_above_lowest_kj_mol": 0.0, "spin_multiplicity": 1, "total_charge": 0}

=====

(2)
{"formula": "C2H4ClOP", "method": "ωB97M-V/def2-TZVPD", "species": ["C", "C", "Cl", "H", "H", "H", "O", "P", "H"], "positions_angstrom": [[0.08, 0.74, -1.16], [-0.21, 1.18, 0.10], [-1.23, 0.44, 1.33], [-0.33, -0.16, -1.44], [0.70, 1.27, -1.74], [0.11, 2.09, 0.50], [-3.20, -0.56, -1.21], [-3.71, 0.14, -0.03], [-3.68, -0.83, 0.85]], "homo_energy_ha": -0.340, "gap_ev": 9.07, "e_above_lowest_kj_mol": 251.6, "smiles": "C=CCl.O=P", "spin_multiplicity": 1, "total_charge": 0}

=====

(3)
{"formula": "H4INP2", "method": "ωB97M-V/def2-TZVPD", "species": ["N", "P", "P", "I", "H", "H", "H", "H"], "positions_angstrom": [[0.56, -0.89, 1.02], [-1.61, 1.10, -0.14], [0.16, -0.29, -0.41], [3.52, -1.36, 0.37], [0.96, -0.28, 1.83], [-1.25, 2.37, -0.57], [-1.86, 0.78, -1.49], [-0.47, -1.44, -0.60]], "homo_energy_ha": [-0.344, -0.312], "gap_ev": [7.66, 5.97], "e_above_lowest_kj_mol": 196.9, "spin_multiplicity": 1, "total_charge": 0}

=====

(4)
{"formula": "C6H5N2O6Pb", "method": "ωB97M-V/def2-TZVPD", "species": ["O", "C", "Pb", "O", "C", "C", "O", "C", "O", "C", "O", "H", "N", "C", "N", "O", "H", "H", "H", "H"], "positions_angstrom": [[-0.02, 2.58, -4.18], [-0.01, 1.73, -3.44], [0.03, -0.29, -1.22], [-0.06, 2.98, 0.69], [-0.02, 2.15, -0.09], [-0.01, -2.19, -2.71], [-0.11, -3.37, -2.64], [2.60, -0.12, -1.46], [3.74, -0.23, -1.39], [-2.56, -0.15, -1.46], [-3.69, -0.28, -1.40], [0.10, -1.46, -3.62], [1.11, 0.22, 3.00], [0.02, -0.28, 2.38], [-1.15, -0.23, 3.06], [0.06, -0.68, 1.17], [1.07, 0.35, 4.01], [2.00, 0.04, 2.57], [-1.94, -0.71, 2.66], [-1.16, -0.06, 4.06]], "homo_energy_ha": [-0.755, -0.755], "gap_ev": [4.49, 4.49], "e_above_lowest_kj_mol": 0.0, "spin_multiplicity": 1, "total_charge": 3}

=====

(5)
{"formula": "C17H21N5O7S3W", "method": "ωB97M-V/def2-TZVPD", "species": ["W", "N", "N", "C", "O", "O", "H", "H", "H", "O", "N", "C", "C", "C", "C", "C", "S", "H", "H", "H", "H", "N", "N", "H", "H", "H", "H", "C", "S", "O", "O", "O", "H", "H", "H", "C", "C", "O", "S", "C", "C", "C", "C", "C", "C", "C", "C", "H", "H", "H", "H", "H", "H", "H"], "positions_angstrom": [[-0.33, 0.04, 0.13], [2.24, 0.56, -0.16], [2.34, 1.83, 0.42], [1.20, 2.59, 0.39], [1.15, 3.75, 0.70], [0.16, 1.90, -0.06], [2.87, -0.06, 0.34], [2.49, 0.58, -1.14], [3.21, 2.33, 0.38], [0.52, -0.23, 1.83], [1.13, -1.26, 2.39], [1.47, -1.13, 3.68], [2.15, -2.15, 4.27], [2.47, -3.29, 3.52], [2.09, -3.38, 2.21], [1.38, -2.32, 1.62], [0.82, -2.25, 0.01], [1.18, -0.21, 4.15], [2.43, -2.07, 5.31], [3.02, -4.10, 3.98], [2.31, -4.25, 1.61], [-2.21, -1.93, -0.09], [-2.08, -1.57, 1.29], [-3.18, -2.04, -0.36], [-1.73, -2.80, -0.23], [-2.26, -2.35, 1.91], [-2.79, -0.88, 1.50], [-2.63, 3.25, 0.60], [-2.64, 1.55, 0.97], [-3.93, 1.12, 1.41], [-1.52, 1.23, 1.88], [-2.21, 0.80, -0.30], [-3.03, 3.76, 1.47], [-3.26, 3.41, -0.27], [-1.60, 3.54, 0.41], [-4.93, 2.28, -6.59], [-4.31, 2.95, -7.79], [-4.92, 3.58, -8.60], [-2.53, 2.78, -8.08], [-1.91, 2.05, -6.58], [-1.57, 0.71, -6.55], [-1.10, 0.13, -5.38], [-0.96, 0.90, -4.23], [-1.28, 2.27, -4.27], [-1.74, 2.84, -5.44], [-0.55, 0.33, -2.98], [-0.21, -0.14, -1.91], [-5.99, 2.52, -6.59], [-4.47, 2.60, -5.66], [-4.79, 1.20, -6.68], [-1.68, 0.11, -7.44], [-0.84, -0.92, -5.35], [-1.14, 2.86, -3.37], [-1.97, 3.89, -5.48]], "s2": 0.759, "homo_energy_ha": [-0.392, -0.401], "gap_ev": [6.67, 6.87], "spin_multiplicity": 2, "total_charge": 1}

=====

(6)
{"formula": "C3H5NO", "method": "ωB97M-V/def2-TZVPD", "species": ["C", "C", "N", "C", "O", "H", "H", "H", "H", "H"], "positions_angstrom": [[0.52, 0.40, -0.75], [-0.77, -0.35, -0.68], [-1.24, -0.12, 0.59], [-0.23, 0.15, 1.34], [0.98, -0.15, 0.57], [1.26, 0.11, -1.50], [0.47, 1.49, -0.59], [-1.47, -0.42, -1.51], [0.61, -1.12, 0.13], [-0.13, 0.01, 2.41]], "homo_energy_ha": -0.291, "gap_ev": 8.82, "e_above_lowest_kj_mol": 434.1, "spin_multiplicity": 1, "total_charge": 0}

=====

The calculation returns the following max |F| values, one per record and in order: 0.058; 0.122; 0.082; 0.150; 0.031; 0.008 Eh/bohr.